No. 1
{"formula": "C5H14O2Ta", "method": "ωB97M-V/def2-TZVPD", "species": ["C", "C", "C", "O", "O", "C", "C", "Ta", "H", "H", "H", "H", "H", "H", "H", "H", "H", "H", "H", "H", "H", "H"], "xyz": [[-2.30643, -0.94291, 0.61790], [-1.08111, -2.07693, 0.63868], [0.05787, -1.68466, 1.78028], [0.51665, -2.73313, 2.51365], [0.54567, -0.32187, 2.05105], [1.30122, 0.22958, 0.91169], [0.71486, 1.68033, 0.35879], [0.85962, 1.52357, -1.99333], [-2.86643, -0.95516, 1.66561], [-1.77955, 0.08114, 0.38484], [-3.04071, -1.25339, -0.25040], [-1.47577, -3.16920, 0.82918], [-0.54626, -1.98936, -0.39978], [1.20664, -0.57497, 0.03503], [2.46949, 0.30571, 1.12276], [-0.41140, 1.86381, 0.70898], [1.31957, 2.60944, 0.74008], [2.36895, 2.64956, -1.95792], [-0.28829, 3.00381, -2.18904], [-0.59732, 0.34470, -1.87668], [2.07788, 0.09498, -1.85440], [0.95484, 1.31496, -3.83697]], "e_homo_ev": -5.1233, "orbital_gap_ev": 7.91, "total_charge": -1}

=====

No. 2
{"formula": "C2H8O2", "method": "ωB97M-V/def2-TZVPD", "species": ["C", "O", "H", "H", "H", "H", "C", "O", "H", "H", "H", "H"], "xyz": [[-0.46169, 2.35978, 0.19434], [-1.22908, 2.22430, -1.02947], [-0.73902, 3.38842, 0.42256], [0.62576, 2.39895, -0.09788], [-0.96017, 1.67155, 0.93729], [-0.94996, 1.44631, -1.30556], [0.70849, -2.09864, -0.18045], [0.83614, -2.24289, 1.16308], [1.00088, -3.09996, -0.57667], [-0.38995, -1.75372, -0.46145], [1.09515, -1.20106, -0.54814], [0.46345, -3.09303, 1.48236]], "e_homo_ev": -10.1946, "orbital_gap_ev": 10.93, "e_above_lowest_ev": 2.060}

=====

No. 3
{"formula": "C10H16O", "method": "ωB97M-V/def2-TZVPD", "species": ["C", "C", "C", "H", "H", "H", "H", "H", "H", "H", "H", "C", "C", "C", "C", "C", "C", "C", "O", "H", "H", "H", "H", "H", "H", "H", "H"], "xyz": [[0.16361, -3.10978, -0.67654], [-0.54811, -3.41241, 0.71963], [1.59568, -2.47290, -0.39581], [0.25734, -3.99966, -1.36997], [-0.24462, -2.28371, -1.12992], [-1.65605, -3.47054, 0.45612], [-0.38762, -2.58800, 1.38999], [1.87783, -2.55121, 0.70135], [2.48945, -2.93392, -0.99970], [-0.18026, -4.47430, 1.02303], [1.59391, -1.41725, -0.52573], [-2.77953, 1.48944, 0.03526], [0.67163, 2.76324, 1.29123], [1.46998, 2.42747, 0.16817], [-0.71283, 2.53987, 1.13416], [-1.26253, 1.86045, 0.08549], [0.92185, 1.84654, -0.94300], [-0.45922, 1.63240, -0.99801], [2.85666, 2.53942, 0.33506], [1.11649, 3.17355, 2.14527], [-1.42043, 2.95300, 1.87869], [1.39893, 1.70426, -1.90906], [3.39379, 2.55500, -0.52705], [-3.04310, 1.29660, -0.97678], [-3.37403, 2.35148, 0.44378], [-0.86414, 1.20898, -1.97300], [-2.87469, 0.37200, 0.61732]], "spin_multiplicity": 2, "e_homo_ev": [-13.6272, -13.6271], "orbital_gap_ev": [9.74, 5.50], "total_charge": 1, "e_above_lowest_ev": 2.402}

=====

No. 4
{"formula": "C42H44N3O4PSiV", "method": "ωB97M-V/def2-TZVPD", "species": ["V", "C", "C", "C", "C", "C", "O", "C", "N", "C", "C", "C", "C", "C", "C", "P", "C", "C", "C", "C", "C", "C", "C", "C", "C", "C", "C", "C", "H", "H", "H", "H", "H", "H", "H", "H", "H", "H", "H", "H", "H", "H", "H", "H", "H", "H", "H", "H", "H", "H", "H", "H", "C", "Si", "C", "C", "O", "H", "H", "H", "H", "H", "H", "H", "H", "H", "O", "C", "N", "C", "C", "O", "N", "C", "C", "C", "C", "C", "C", "C", "C", "C", "C", "C", "C", "H", "H", "H", "H", "H", "H", "H", "H", "H", "H", "H"], "xyz": [[1.11426, -0.68448, -0.34933], [0.06426, -3.45648, 2.51627], [1.39216, -3.33468, 1.76537], [1.18706, -3.56488, 0.26657], [2.14806, -2.01048, 2.04147], [2.28986, -1.67618, 3.54267], [1.93566, -0.29808, 3.62167], [1.51896, 0.11222, 2.45367], [1.55386, -0.77518, 1.49577], [1.15546, 1.52592, 2.38037], [0.84366, 2.15812, 3.59237], [0.57126, 3.51352, 3.63867], [0.64646, 4.27782, 2.48107], [0.95766, 3.67212, 1.27457], [1.18306, 2.29782, 1.20567], [1.33586, 1.63512, -0.47223], [-0.11494, 2.37982, -1.27663], [-0.07224, 2.88122, -2.57603], [-1.17854, 3.52712, -3.10343], [-2.31304, 3.70752, -2.33073], [-2.35754, 3.21252, -1.03433], [-1.27934, 2.52112, -0.51503], [2.78796, 2.29892, -1.31253], [3.63756, 3.22922, -0.71073], [4.63026, 3.82852, -1.46913], [4.77476, 3.50852, -2.81213], [3.94326, 2.56722, -3.40553], [2.95596, 1.94892, -2.65653], [-0.49124, -4.30278, 2.12067], [-0.52774, -2.54858, 2.40977], [0.21396, -3.65568, 3.57417], [2.06566, -4.12298, 2.12537], [0.43116, -2.86478, -0.13963], [0.81266, -4.57408, 0.09927], [2.12936, -3.46708, -0.27663], [3.13866, -2.08448, 1.57337], [3.30426, -1.80128, 3.93047], [1.60346, -2.24068, 4.18037], [0.81156, 1.56572, 4.49407], [0.31646, 3.97392, 4.58117], [0.45796, 5.33972, 2.50917], [1.02296, 4.26012, 0.36617], [0.82286, 2.80302, -3.17293], [-1.13924, 3.91462, -4.10933], [-3.16124, 4.23722, -2.73443], [-3.22154, 3.38712, -0.41203], [-1.32944, 2.12442, 0.49397], [3.51716, 3.48642, 0.33187], [5.28766, 4.55312, -1.01213], [5.54816, 3.98262, -3.39573], [4.07186, 2.31642, -4.44893], [2.32266, 1.17822, -3.08813], [5.07436, -2.15908, 0.10467], [4.07376, -1.57908, -1.41683], [3.42416, -2.91568, -2.61853], [5.08746, -0.22168, -2.27713], [2.59476, -0.96778, -0.84803], [6.05806, -2.45298, -0.25163], [4.66896, -3.02268, 0.62587], [5.23016, -1.35608, 0.82487], [4.06266, -2.95918, -3.49813], [2.40836, -2.69678, -2.95413], [3.43596, -3.91028, -2.17993], [6.06296, -0.64718, -2.49233], [5.23626, 0.65922, -1.65773], [4.64796, 0.07872, -3.22173], [-0.13144, -0.56408, -1.91863], [-1.07174, -0.57808, -1.09663], [-2.39304, -0.57458, -1.30013], [-3.07904, -0.78488, -0.03513], [-1.88524, -0.73448, 0.94767], [-1.92474, -0.78828, 2.14867], [-0.74444, -0.60418, 0.20567], [-3.87444, -2.09628, -0.04433], [-4.78404, -2.29568, -1.08973], [-5.49484, -3.47578, -1.17283], [-5.33964, -4.44808, -0.19233], [-4.44914, -4.24338, 0.85737], [-3.73574, -3.06118, 0.94867], [-4.16374, 0.20602, 0.33337], [-4.66544, 1.11352, -0.59913], [-5.69814, 1.95722, -0.23733], [-6.25964, 1.88132, 1.03827], [-5.75184, 0.98752, 1.97337], [-4.72384, 0.13572, 1.61987], [-2.84004, -0.67668, -2.19973], [-4.94314, -1.52638, -1.83103], [-6.18804, -3.62728, -1.98533], [-5.93404, -5.34868, -0.22453], [-4.32014, -5.00198, 1.61377], [-3.06774, -2.90358, 1.78057], [-4.23544, 1.18852, -1.58773], [-6.07664, 2.68062, -0.94373], [-7.09724, 2.51042, 1.29827], [-6.16754, 0.93932, 2.96807], [-4.34494, -0.57888, 2.33397]], "e_homo_ev": -15.1536, "orbital_gap_ev": 3.42, "total_charge": 3}

=====

No. 5
{"formula": "C44H62BrN10O8P", "method": "ωB97M-V/def2-TZVPD", "species": ["C", "O", "C", "C", "C", "C", "C", "C", "C", "C", "C", "C", "C", "C", "C", "C", "C", "P", "C", "O", "C", "C", "C", "O", "O", "C", "C", "O", "C", "O", "N", "C", "C", "O", "Br", "C", "O", "H", "H", "H", "H", "H", "H", "H", "H", "H", "H", "H", "H", "H", "H", "H", "H", "H", "H", "H", "H", "H", "H", "H", "H", "H", "H", "H", "H", "H", "H", "H", "H", "H", "H", "H", "C", "C", "N", "H", "H", "H", "C", "C", "N", "H", "H", "H", "C", "C", "N", "H", "H", "H", "C", "C", "N", "H", "H", "H", "C", "C", "N", "H", "H", "H", "C", "C", "N", "H", "H", "H", "C", "C", "N", "H", "H", "H", "C", "C", "N", "H", "H", "H", "C", "C", "N", "H", "H", "H"], "xyz": [[-2.74907, -1.14196, -5.51104], [-1.69399, -1.49469, -4.63685], [-1.30525, -2.85964, -4.68194], [-0.24141, -3.14652, -5.74540], [-0.39521, -4.51127, -6.42653], [-0.44116, -5.70023, -5.44363], [0.91399, -6.38792, -5.20231], [1.79556, -5.64798, -4.19009], [1.20868, -5.56022, -2.77119], [1.49737, -4.20929, -2.09003], [0.28133, -3.61489, -1.35253], [0.18430, -2.08399, -1.48305], [0.51354, -1.21128, -0.29232], [0.45481, -1.72621, 0.99380], [0.74634, -0.90052, 2.05470], [1.12218, 0.41629, 1.86870], [1.15157, 0.98834, 0.59856], [1.50660, 2.76566, 0.24834], [3.30688, 2.84963, 0.54703], [0.83370, 3.60547, 1.49674], [0.83025, 0.15552, -0.48509], [0.85380, 0.70468, -1.89430], [-0.12640, 1.77519, -2.26722], [0.08559, 2.66733, -3.02508], [-1.37667, 1.49846, -1.73590], [-2.49335, 1.86932, -2.48885], [-3.35331, 0.68626, -2.81519], [-2.71770, 3.00109, -2.77231], [1.40474, 0.97662, 3.22018], [1.98459, 1.98460, 3.52113], [0.93406, 0.03389, 4.16380], [0.21871, 0.38053, 5.38319], [-0.64088, 1.61446, 5.13566], [-0.25690, 2.72208, 5.01449], [-2.54587, 1.22625, 4.95022], [0.69510, -1.19698, 3.50574], [0.54397, -2.24756, 4.06170], [-3.01592, -1.96582, -6.17664], [-2.44831, -0.29020, -6.12318], [-3.63482, -0.86474, -4.93455], [-0.92148, -3.08141, -3.68687], [-2.18057, -3.50242, -4.83147], [-0.30280, -2.35131, -6.49199], [0.75094, -3.07915, -5.29813], [0.44113, -4.65338, -7.11578], [-1.29776, -4.51377, -7.04324], [-0.85448, -5.36289, -4.49366], [-1.14291, -6.44494, -5.82573], [0.75126, -7.42212, -4.89027], [1.44296, -6.43142, -6.15813], [2.76592, -6.14727, -4.13259], [1.99565, -4.64865, -4.58292], [0.13271, -5.73330, -2.79940], [1.64037, -6.36790, -2.18087], [2.29929, -4.35899, -1.36270], [1.87838, -3.49985, -2.82635], [0.28859, -3.96299, -0.32203], [-0.62297, -4.03876, -1.79362], [-0.81835, -1.81451, -1.82689], [0.86962, -1.80480, -2.28412], [0.17400, -2.75102, 1.18482], [3.57591, 3.90471, 0.55927], [3.77952, 2.36214, -0.30714], [3.62437, 2.36955, 1.47170], [0.51255, 3.06875, 2.22833], [0.61482, -0.08755, -2.60603], [1.83415, 1.07115, -2.17912], [-3.85833, 0.87513, -3.75878], [-2.78115, -0.23731, -2.84169], [-4.10577, 0.59894, -2.02812], [0.88683, 0.57475, 6.22116], [-0.42466, -0.45346, 5.64685], [2.52310, 2.37656, -5.90779], [2.82431, 1.39672, -4.87842], [3.02350, 0.61728, -4.06041], [2.56816, 3.38248, -5.49334], [3.22714, 2.29980, -6.73457], [1.52027, 2.21706, -6.29921], [5.62570, -5.46773, 0.22040], [4.74637, -6.15162, -0.71595], [4.05232, -6.69103, -1.45279], [5.90009, -4.48834, -0.16744], [5.12655, -5.33582, 1.17871], [6.53330, -6.04742, 0.37746], [5.08091, 5.14221, -7.72653], [4.36697, 4.17412, -8.54664], [3.80088, 3.40646, -9.18393], [5.21804, 6.07236, -8.27462], [4.52048, 5.35576, -6.81796], [6.05927, 4.75394, -7.44961], [-4.55372, -1.47716, 6.54649], [-5.32217, -2.42794, 5.75820], [-5.93740, -3.18031, 5.14761], [-4.38234, -0.55758, 5.98917], [-5.07451, -1.22274, 7.46643], [-3.58151, -1.88741, 6.81537], [-2.28906, 4.70775, 0.07944], [-3.30212, 4.47567, 1.09714], [-4.09985, 4.31304, 1.90693], [-1.34697, 5.01909, 0.53113], [-2.09671, 3.80547, -0.49474], [-2.60389, 5.48384, -0.61644], [-7.66145, -1.18929, 9.90717], [-6.36626, -0.55468, 9.71260], [-5.34616, -0.05228, 9.55738], [-8.45799, -0.45213, 9.82668], [-7.82139, -1.95803, 9.15261], [-7.71077, -1.65155, 10.89118], [0.38164, 2.42425, 8.87618], [-0.51721, 1.34255, 8.51444], [-1.13973, 0.49220, 8.06110], [0.36702, 3.18401, 8.09766], [0.09846, 2.89417, 9.81616], [1.40197, 2.06006, 8.96997], [2.75961, 4.04103, 5.40097], [2.99098, 3.86430, 6.82871], [3.15977, 3.72774, 7.95637], [2.18832, 3.20422, 4.99720], [2.20159, 4.95806, 5.22133], [3.70840, 4.10118, 4.87120], [-2.15590, 8.12164, 2.06919], [-1.20657, 8.72955, 1.15011], [-0.45828, 9.20696, 0.42356], [-3.11020, 7.93766, 1.57802], [-1.78244, 7.16824, 2.44030], [-2.33737, 8.77085, 2.92381]], "e_homo_ev": -8.7796, "orbital_gap_ev": 7.93}

=====

No. 6
{"formula": "C21H20N2O4", "method": "ωB97M-V/def2-TZVPD", "species": ["O", "C", "C", "O", "C", "C", "C", "C", "C", "O", "C", "C", "C", "C", "C", "C", "N", "C", "C", "O", "C", "C", "C", "C", "C", "C", "N", "H", "H", "H", "H", "H", "H", "H", "H", "H", "H", "H", "H", "H", "H", "H", "H", "H", "H", "H", "H"], "xyz": [[-7.94498, -1.91421, -4.63839], [-7.12138, -2.08735, -3.74850], [-7.15946, -3.22896, -2.76365], [-5.98321, -3.30927, -1.93338], [-5.15760, -2.19887, -1.72448], [-4.16862, -2.25708, -0.73590], [-3.33696, -1.14472, -0.50228], [-3.50649, 0.01580, -1.28610], [-2.66467, 1.20005, -1.05782], [-3.18425, 2.28634, -1.30545], [-1.44244, 1.24252, -0.24037], [-0.40059, 0.32632, -0.31932], [0.88264, 0.36629, 0.35041], [1.72927, -0.71002, 0.19532], [3.01763, -0.76463, 0.76106], [3.50691, 0.34867, 1.48614], [4.79682, 0.30296, 2.04527], [5.11220, 0.79067, 3.45401], [5.67736, 2.24433, 3.41889], [6.77755, 2.35491, 2.47815], [6.47874, 1.89501, 1.12618], [5.97738, 0.45626, 1.16059], [2.64567, 1.44878, 1.66134], [1.32195, 1.44493, 1.14089], [-4.50618, 0.04052, -2.27050], [-5.30099, -1.05018, -2.48772], [-6.25630, -1.04246, -3.51728], [-7.32913, -4.20176, -3.32460], [-8.02964, -3.03308, -2.13559], [-4.05680, -3.19104, -0.20000], [-2.61407, -1.16683, 0.29838], [-1.27182, 2.12586, 0.35072], [-0.51380, -0.51658, -1.01824], [1.40286, -1.56343, -0.38590], [3.64122, -1.62279, 0.60401], [5.82854, 0.13463, 3.88790], [4.18030, 0.76012, 4.06946], [4.86937, 2.93919, 3.20887], [5.99283, 2.54703, 4.40112], [5.66434, 2.48551, 0.66075], [7.34522, 1.94930, 0.50471], [6.78344, -0.18351, 1.56948], [5.72156, 0.13406, 0.13677], [3.01376, 2.29363, 2.22024], [0.68124, 2.32481, 1.36263], [-4.61617, 0.93531, -2.88813], [-6.48324, -0.20704, -4.06973]], "e_homo_ev": -8.0895, "orbital_gap_ev": 7.73, "e_above_lowest_ev": 3.603}

=====

no.,strongest force on any atom (eV/A)
1,8.46
2,6.52
3,4.81
4,4.72
5,0.75
6,3.83